1.
Molecular formula: C18H27Cl2N2O4Pb
Method: DFT, wB97M-V/def2-TZVPD

Atoms and positions in Å:
O  0.606  -0.794  -0.627
C  0.157  -1.904  -0.955
C  -0.833  -2.587  -0.082
C  -0.640  -2.600  1.304
H  0.126  -1.943  1.738
C  -1.427  -3.414  2.112
H  -1.211  -3.456  3.180
C  -2.465  -4.177  1.554
H  -3.043  -4.856  2.181
C  -2.768  -4.028  0.196
H  -3.627  -4.548  -0.238
C  -1.962  -3.233  -0.619
H  -2.198  -3.044  -1.671
H  -0.281  -3.039  -2.699
C  1.602  -3.741  -1.829
C  0.621  -2.619  -2.217
H  2.090  -4.156  -2.719
H  1.069  -4.559  -1.325
H  2.373  -3.350  -1.153
C  1.218  -1.554  -3.039
C  2.623  -1.471  -3.399
H  0.585  -0.699  -3.278
H  3.032  -2.413  -3.804
H  3.257  -1.178  -2.536
H  2.752  -0.686  -4.168
Pb  0.662  1.348  0.827
Cl  1.675  -0.319  2.714
Cl  -1.854  0.861  0.574
H  -1.546  0.307  5.140
H  0.248  0.735  6.498
C  -1.022  0.627  4.234
C  0.845  1.258  5.741
N  -0.019  1.605  4.622
H  -1.715  1.052  3.508
C  0.283  2.681  3.882
O  -0.163  2.897  2.733
H  1.251  2.190  6.152
H  0.988  3.382  4.374
H  -0.541  -0.255  3.789
H  1.680  0.613  5.416
H  0.290  5.506  -3.732
H  -2.454  5.298  -2.721
C  0.179  4.414  -3.765
C  -2.194  4.279  -3.047
N  -0.796  3.966  -2.778
H  1.142  3.936  -3.582
C  -0.444  3.330  -1.654
O  0.736  3.035  -1.353
H  -2.821  3.564  -2.496
H  -1.302  3.062  -1.006
H  -0.199  4.152  -4.759
H  -2.380  4.198  -4.122
O  4.402  1.128  -0.828
C  3.413  1.199  -0.268

## Properties
ΔE to the lowest compared entry with this formula, charge and spin	15.77	kcal per mole
max |F|	3.86	eV/Å
frontier orbital gap (alpha / beta)	5.913 / 3.120	eV
charge	-1

=====

2.
Molecular formula: C18H27ClLuNO4P2
Method: DFT, wB97M-V/def2-TZVPD

Atoms and positions in Å:
Lu  -0.051  -0.161  -0.015
P  2.423  -1.293  -0.177
C  2.456  -1.699  -1.962
C  1.080  -1.974  -2.557
N  -0.065  -1.508  -1.987
C  -1.246  -1.676  -2.650
C  -1.301  -2.411  -3.811
C  -0.148  -2.938  -4.364
C  1.054  -2.695  -3.729
C  -2.539  -1.005  -2.190
P  -2.345  0.555  -1.231
H  2.007  -3.057  -4.112
H  -2.275  -2.504  -4.296
H  -0.182  -3.511  -5.283
H  -3.119  -0.734  -3.088
H  -3.190  -1.708  -1.640
H  2.954  -0.872  -2.501
H  3.093  -2.585  -2.111
H  1.641  3.791  -2.703
O  2.041  3.057  -3.210
H  2.461  3.528  -3.967
H  -1.090  4.488  -0.461
O  -0.976  4.932  -1.323
H  -1.352  5.826  -1.165
C  -2.519  1.826  -2.533
H  -3.503  1.794  -3.033
H  -2.366  2.827  -2.098
H  -1.738  1.677  -3.299
C  -3.889  0.649  -0.256
H  -3.835  1.557  0.366
H  -4.797  0.703  -0.884
H  -3.973  -0.223  0.416
C  2.446  -2.974  0.554
H  3.390  -3.501  0.336
H  2.340  -2.866  1.645
H  1.605  -3.582  0.182
C  4.073  -0.636  0.247
H  4.047  -0.378  1.322
H  4.897  -1.357  0.074
H  4.271  0.291  -0.325
Cl  -0.062  1.503  8.360
C  -0.087  1.137  6.682
C  -0.282  -0.183  6.261
C  -0.316  -0.480  4.894
C  -0.160  0.540  3.962
C  0.065  1.856  4.376
C  0.094  2.162  5.739
C  -0.208  0.227  2.544
O  -0.619  -0.902  2.022
O  0.219  1.135  1.695
H  -0.413  -0.969  6.996
H  -0.465  -1.499  4.558
H  0.207  2.644  3.639
H  0.248  3.176  6.089

## Properties
ΔE to the lowest compared entry with this formula, charge and spin	0.00	kcal per mole
max |F|	2.01	eV/Å
frontier orbital gap	7.707	eV
charge	+2

=====

3.
Molecular formula: C18H27INO16
Method: DFT, wB97M-V/def2-TZVPD

Atoms and positions in Å:
C  -0.605  -0.029  -1.789
C  -1.708  -0.935  -2.293
O  -1.198  -2.289  -2.217
C  -3.026  -0.820  -1.525
N  -4.197  -1.255  -2.258
I  -4.855  0.298  -3.476
H  0.258  -0.059  -2.455
H  -0.958  0.992  -1.664
H  -0.277  -0.411  -0.817
H  -1.917  -0.732  -3.350
H  -1.971  -2.860  -2.202
H  -2.968  -1.555  -0.708
H  -3.112  0.190  -1.098
C  -2.804  -2.659  3.869
C  -3.919  -2.819  2.847
O  -3.744  -1.655  2.039
C  -2.473  -1.220  2.155
O  -1.993  -0.346  1.512
O  -1.828  -1.906  3.139
H  -2.373  -3.593  4.220
H  -3.118  -2.061  4.724
H  -3.798  -3.707  2.226
H  -4.913  -2.808  3.283
C  3.476  3.064  -2.338
C  2.684  2.766  -1.076
O  1.334  2.888  -1.528
C  1.303  2.670  -2.862
O  0.327  2.506  -3.513
O  2.571  2.642  -3.364
H  4.405  2.506  -2.414
H  3.680  4.129  -2.456
H  2.839  1.744  -0.723
H  2.878  3.464  -0.268
C  4.731  0.428  2.574
C  5.727  0.111  1.469
O  5.604  1.259  0.621
C  5.124  2.291  1.353
O  5.041  3.411  0.962
O  4.728  1.863  2.570
H  5.028  0.066  3.553
H  3.725  0.078  2.343
H  6.753  0.057  1.834
H  5.492  -0.787  0.906
C  2.200  -0.712  -4.903
C  1.234  -1.765  -4.391
O  1.904  -2.985  -4.770
C  3.218  -2.735  -4.895
O  4.065  -3.563  -5.032
O  3.460  -1.404  -4.844
H  2.239  0.185  -4.292
H  2.007  -0.433  -5.939
H  1.120  -1.749  -3.311
H  0.248  -1.720  -4.843
C  -4.511  1.444  3.638
C  -3.489  1.914  4.662
O  -3.873  1.184  5.843
C  -4.559  0.087  5.452
O  -4.848  -0.826  6.163
O  -4.836  0.140  4.136
H  -4.125  1.364  2.626
H  -5.416  2.051  3.642
H  -2.474  1.622  4.392
H  -3.522  2.981  4.864

## Properties
max |F|	0.77	eV/Å
frontier orbital gap	4.164	eV
charge	-1